{"formula": "C41H64AlGeIN5OP3S", "method": "wB97M-V/def2-TZVPD", "multiplicity": 2, "s_squared": 0.755, "charge": 1, "molar_mass_g_mol": 994.48, "e_tot_ha": -5989.0589, "symbols": ["Al", "C", "C", "C", "P", "C", "N", "Ge", "N", "C", "P", "C", "C", "C", "C", "C", "C", "C", "C", "C", "C", "C", "C", "N", "C", "C", "C", "C", "C", "C", "C", "C", "C", "C", "C", "C", "N", "C", "P", "C", "C", "C", "C", "C", "C", "C", "C", "C", "H", "H", "H", "H", "H", "H", "H", "H", "H", "H", "H", "H", "H", "H", "H", "H", "H", "H", "H", "H", "H", "H", "H", "H", "H", "H", "H", "H", "H", "H", "H", "H", "H", "H", "H", "H", "H", "H", "H", "H", "H", "H", "H", "H", "H", "H", "H", "H", "H", "H", "H", "H", "H", "H", "H", "H", "H", "H", "H", "H", "S", "N", "C", "O", "C", "I", "H", "H", "H", "H"], "xyz": [[0.465, 1.462, 0.692], [5.418, -2.250, -0.358], [4.812, -1.117, 0.472], [5.009, -1.380, 1.968], [3.064, -0.739, 0.082], [2.132, -2.225, 0.543], [0.750, -2.330, 0.150], [-0.455, -0.811, -0.092], [-0.785, -0.533, -1.986], [-0.381, 0.669, -2.681], [-0.269, 2.154, -1.609], [0.921, 3.272, -2.481], [0.906, 3.194, -4.009], [0.756, 4.722, -2.018], [-1.943, 2.921, -1.636], [-2.461, 3.322, -3.017], [-2.934, 1.981, -0.952], [-0.827, -1.667, -2.789], [-0.499, -1.720, -4.145], [-0.491, -2.940, -4.812], [-0.793, -4.120, -4.156], [-1.156, -4.077, -2.813], [-1.195, -2.864, -2.161], [-1.626, -2.691, -0.799], [-1.175, -3.710, 0.114], [-1.940, -4.775, 0.534], [-1.379, -5.724, 1.386], [-0.064, -5.582, 1.788], [0.699, -4.489, 1.388], [0.140, -3.517, 0.559], [-3.011, -2.320, -0.657], [-4.038, -2.859, -1.400], [-5.349, -2.477, -1.130], [-5.594, -1.577, -0.109], [-4.555, -1.015, 0.625], [-3.233, -1.359, 0.338], [-2.104, -0.803, 0.924], [-2.367, 0.055, 2.058], [-0.900, 0.973, 2.675], [-1.578, 2.449, 3.541], [-2.393, 2.122, 4.792], [-2.392, 3.315, 2.577], [-0.265, -0.133, 4.002], [0.872, 0.490, 4.799], [0.118, -1.504, 3.461], [2.829, -0.410, -1.693], [3.917, 0.517, -2.235], [2.619, -1.655, -2.554], [6.484, -2.312, -0.139], [5.316, -2.097, -1.430], [4.979, -3.215, -0.101], [5.321, -0.181, 0.217], [4.561, -2.331, 2.261], [4.594, -0.589, 2.591], [6.077, -1.446, 2.174], [2.294, -2.330, 1.625], [2.708, -3.041, 0.078], [-1.076, 0.895, -3.500], [0.599, 0.556, -3.169], [1.899, 2.918, -2.130], [-0.069, 3.452, -4.421], [1.184, 2.210, -4.387], [1.628, 3.909, -4.408], [-0.129, 5.176, -2.465], [1.620, 5.304, -2.342], [0.677, 4.821, -0.938], [-1.824, 3.823, -1.023], [-2.490, 2.473, -3.701], [-1.872, 4.113, -3.476], [-3.485, 3.687, -2.922], [-3.085, 1.068, -1.533], [-3.898, 2.480, -0.844], [-2.598, 1.678, 0.040], [-0.237, -0.824, -4.690], [-0.232, -2.961, -5.863], [-0.767, -5.065, -4.681], [-1.413, -4.981, -2.276], [-2.964, -4.869, 0.196], [-1.967, -6.568, 1.718], [0.384, -6.324, 2.436], [1.717, -4.409, 1.743], [-3.818, -3.573, -2.183], [-6.165, -2.894, -1.704], [-6.612, -1.293, 0.124], [-4.791, -0.313, 1.411], [-2.777, -0.521, 2.900], [-3.121, 0.817, 1.820], [-0.675, 3.000, 3.832], [-3.233, 1.463, 4.560], [-2.808, 3.041, 5.209], [-1.792, 1.653, 5.569], [-3.375, 2.881, 2.387], [-1.897, 3.450, 1.613], [-2.563, 4.298, 3.021], [-1.138, -0.257, 4.654], [1.755, 0.641, 4.177], [1.144, -0.180, 5.617], [0.610, 1.456, 5.230], [0.982, -1.409, 2.804], [-0.689, -1.991, 2.912], [0.397, -2.155, 4.292], [1.886, 0.148, -1.672], [4.870, -0.005, -2.333], [4.066, 1.393, -1.602], [3.631, 0.861, -3.230], [3.525, -2.253, -2.636], [2.348, -1.342, -3.563], [1.810, -2.282, -2.178], [2.676, 0.924, 1.178], [0.437, 5.334, 1.737], [1.243, 4.305, 1.351], [0.616, 3.203, 1.032], [2.614, 4.441, 1.299], [2.959, 3.663, 3.932], [-0.474, 5.078, 2.082], [0.880, 6.095, 2.227], [3.067, 5.406, 1.459], [3.201, 3.654, 0.856]]}

=====

{"formula": "C9H36F2N19O13S2Sn", "method": "wB97M-V/def2-TZVPD", "relative_energy_kcal_mol": 126.67, "charge": 1, "molar_mass_g_mol": 839.35, "symbols": ["Sn", "N", "S", "O", "O", "F", "S", "O", "O", "F", "C", "O", "N", "N", "H", "H", "H", "H", "C", "O", "N", "N", "H", "H", "H", "H", "C", "O", "N", "N", "H", "H", "H", "H", "C", "O", "N", "N", "H", "H", "H", "H", "C", "O", "N", "N", "H", "H", "H", "H", "C", "O", "N", "N", "H", "H", "H", "H", "C", "O", "N", "N", "H", "H", "H", "H", "C", "O", "N", "N", "H", "H", "H", "H", "C", "O", "N", "N", "H", "H", "H", "H"], "xyz": [[-0.694, 2.293, 2.050], [-0.561, 0.157, 0.364], [-1.232, -0.995, -0.376], [-0.654, -2.306, -0.433], [-2.085, -0.616, -1.437], [-2.378, -1.201, 0.729], [0.691, 0.271, -0.864], [0.372, 0.638, -2.201], [1.792, -0.650, -0.699], [1.294, 1.652, -0.292], [-4.873, 2.171, -1.562], [-5.440, 1.083, -1.687], [-3.542, 2.366, -1.714], [-5.584, 3.247, -1.095], [-3.053, 1.479, -1.799], [-3.067, 2.999, -1.090], [-6.535, 2.932, -0.962], [-5.085, 3.825, -0.443], [2.241, 5.815, -0.097], [3.423, 5.770, -0.378], [1.363, 4.812, -0.440], [1.669, 6.700, 0.771], [1.707, 4.030, -0.974], [0.381, 4.982, -0.329], [1.027, 6.377, 1.469], [2.304, 7.398, 1.134], [-5.896, -2.990, -1.593], [-6.365, -3.926, -2.222], [-6.154, -1.688, -1.946], [-5.104, -3.085, -0.500], [-6.979, -1.666, -2.528], [-5.881, -0.849, -1.458], [-4.635, -2.280, -0.132], [-4.841, -3.989, -0.135], [4.769, -1.063, 1.688], [5.173, -1.510, 2.747], [5.422, -0.271, 0.780], [3.512, -1.344, 1.206], [4.886, 0.000, -0.022], [6.420, -0.140, 0.821], [3.152, -0.987, 0.329], [2.903, -1.688, 1.935], [4.535, 1.993, -2.109], [3.916, 1.772, -1.060], [3.976, 2.677, -3.134], [5.699, 1.375, -2.471], [4.398, 2.641, -4.041], [3.045, 3.025, -2.998], [6.238, 0.983, -1.720], [6.012, 1.399, -3.420], [0.125, -2.450, 3.412], [0.725, -3.224, 2.692], [-0.578, -1.389, 2.906], [0.026, -2.534, 4.762], [-0.337, -1.123, 1.969], [-0.960, -0.664, 3.490], [0.264, -3.369, 5.270], [-0.503, -1.855, 5.278], [-3.233, -4.381, 2.230], [-4.278, -4.970, 1.983], [-2.090, -4.556, 1.509], [-3.091, -3.540, 3.281], [-2.077, -5.242, 0.778], [-1.274, -4.083, 1.855], [-2.261, -3.069, 3.589], [-3.907, -3.442, 3.860], [4.570, 3.141, 2.486], [4.659, 4.018, 3.343], [5.592, 2.279, 2.218], [3.631, 3.167, 1.497], [5.477, 1.470, 1.620], [6.333, 2.214, 2.896], [3.798, 2.427, 0.822], [3.022, 3.941, 1.326], [-2.143, -3.838, -3.905], [-2.533, -4.992, -3.995], [-0.844, -3.534, -3.711], [-2.851, -2.671, -3.952], [-0.247, -4.224, -3.291], [-0.485, -2.638, -3.982], [-2.416, -1.845, -3.592], [-3.793, -2.644, -4.304]]}

=====

{"formula": "C25H44F9O15", "method": "wB97M-V/def2-TZVPD", "relative_energy_kcal_mol": 296.39, "charge": -1, "molar_mass_g_mol": 755.59, "symbols": ["O", "C", "O", "O", "H", "C", "O", "C", "C", "O", "C", "C", "O", "C", "H", "H", "H", "H", "H", "H", "H", "H", "H", "H", "H", "H", "H", "H", "C", "O", "C", "C", "O", "C", "C", "O", "C", "H", "H", "H", "H", "H", "H", "H", "H", "H", "H", "H", "H", "H", "H", "C", "C", "O", "C", "O", "C", "F", "F", "F", "H", "H", "H", "H", "H", "C", "C", "O", "C", "O", "C", "F", "F", "F", "H", "H", "H", "H", "H", "C", "C", "O", "C", "O", "C", "F", "F", "F", "H", "H", "H", "H", "H"], "xyz": [[-0.176, 1.302, -0.194], [0.652, 0.544, 0.509], [1.634, 1.143, 0.948], [0.538, -0.637, 0.806], [0.476, 1.928, 0.129], [-4.328, -6.486, 1.671], [-4.017, -5.104, 1.473], [-2.678, -4.824, 1.080], [-2.593, -3.385, 0.632], [-1.221, -3.144, 0.204], [-0.838, -1.790, 0.128], [-1.594, -0.837, -0.843], [-1.613, -1.366, -2.172], [-0.381, -1.321, -2.890], [-4.023, -7.129, 0.846], [-5.390, -6.540, 1.910], [-3.796, -6.764, 2.581], [-2.299, -5.502, 0.315], [-2.121, -4.927, 2.011], [-2.808, -2.685, 1.440], [-3.170, -3.035, -0.224], [0.230, -1.743, -0.088], [-0.896, -1.330, 1.114], [-1.026, 0.089, -0.929], [-2.541, -0.590, -0.363], [0.017, -0.307, -2.938], [-0.561, -1.726, -3.886], [0.318, -2.007, -2.413], [2.740, -4.444, -2.106], [3.297, -3.214, -1.750], [2.372, -2.296, -1.234], [2.977, -0.910, -0.897], [3.925, -0.919, 0.149], [4.914, 0.090, 0.069], [4.345, 1.420, 0.245], [3.908, 1.575, 1.585], [3.577, 2.895, 1.861], [1.799, -4.352, -2.650], [2.534, -5.068, -1.237], [3.466, -4.989, -2.710], [1.995, -2.708, -0.298], [1.587, -2.193, -1.984], [2.184, -0.206, -0.646], [3.407, -0.552, -1.833], [5.323, -0.047, -0.933], [5.759, -0.121, 0.724], [3.464, 1.518, -0.388], [5.146, 2.098, -0.050], [3.136, 3.350, 0.974], [4.463, 3.414, 2.226], [2.836, 2.866, 2.659], [0.324, 3.537, 1.372], [-0.455, 2.909, 2.533], [-1.628, 3.616, 2.901], [-1.610, 4.825, 3.545], [-0.544, 5.368, 3.951], [-2.996, 5.516, 3.688], [-3.216, 6.001, 4.927], [-3.034, 6.512, 2.817], [-3.977, 4.622, 3.433], [1.353, 3.181, 1.429], [0.223, 4.622, 1.352], [0.014, 3.135, 0.407], [0.160, 2.807, 3.427], [-0.668, 1.857, 2.342], [1.783, 2.029, -1.622], [1.061, 1.446, -2.849], [1.851, 0.498, -3.480], [1.436, -0.157, -4.590], [0.261, -0.111, -5.038], [2.493, -0.981, -5.343], [2.072, -2.230, -5.348], [2.586, -0.529, -6.617], [3.698, -0.888, -4.705], [2.759, 2.461, -1.844], [1.921, 1.242, -0.880], [1.253, 2.873, -1.181], [1.021, 2.304, -3.521], [0.041, 1.168, -2.583], [-4.021, 0.722, -0.663], [-2.634, 1.148, -0.032], [-2.562, 0.575, 1.306], [-2.980, 1.329, 2.420], [-3.624, 2.387, 2.363], [-2.528, 0.701, 3.784], [-3.641, 0.235, 4.297], [-1.565, -0.250, 3.580], [-2.034, 1.665, 4.587], [-4.217, 1.161, -1.641], [-4.856, 0.959, -0.004], [-4.173, -0.357, -0.644], [-2.578, 2.236, 0.005], [-1.713, 0.819, -0.513]]}

=====

{"formula": "C14H30F3IO6S", "method": "wB97M-V/def2-TZVPD", "relative_energy_kcal_mol": 38.83, "molar_mass_g_mol": 510.35, "symbols": ["C", "C", "I", "C", "O", "S", "O", "O", "C", "C", "O", "C", "F", "F", "F", "H", "H", "H", "H", "H", "H", "H", "H", "H", "H", "C", "C", "O", "C", "C", "H", "H", "H", "H", "H", "H", "H", "H", "H", "H", "C", "C", "O", "C", "C", "H", "H", "H", "H", "H", "H", "H", "H", "H", "H"], "xyz": [[-1.161, 1.423, -0.858], [-1.191, 3.027, -0.897], [-0.077, 3.669, -2.666], [-0.675, 3.701, 0.457], [0.582, 3.061, 0.877], [0.396, 2.652, 2.500], [1.429, 3.480, 3.225], [0.890, 1.070, 2.790], [-0.068, 0.093, 2.332], [0.627, -1.106, 1.493], [-0.058, -1.407, 0.272], [2.144, -0.822, 1.136], [2.561, -1.864, 0.276], [2.908, -0.916, 2.291], [2.354, 0.360, 0.424], [-1.249, 1.025, -1.926], [-1.994, 1.036, -0.185], [-0.162, 1.031, -0.464], [-2.268, 3.359, -1.037], [-0.496, 4.824, 0.334], [-1.436, 3.544, 1.297], [-0.479, -0.418, 3.272], [-0.967, 0.517, 1.791], [0.622, -2.049, 2.141], [-1.022, -1.469, 0.408], [5.556, 3.480, -2.542], [4.069, 3.174, -2.497], [3.628, 2.347, -3.568], [4.224, 1.061, -3.657], [3.996, 0.198, -2.429], [5.820, 3.958, -3.489], [5.830, 4.150, -1.723], [6.162, 2.577, -2.451], [3.513, 4.110, -2.580], [3.785, 2.731, -1.536], [5.292, 1.155, -3.881], [3.770, 0.571, -4.522], [4.441, 0.637, -1.533], [4.439, -0.791, -2.571], [2.927, 0.080, -2.237], [-5.262, -3.727, 3.193], [-4.865, -2.725, 2.124], [-3.615, -3.013, 1.510], [-3.515, -4.262, 0.838], [-4.511, -4.425, -0.297], [-4.493, -3.785, 3.967], [-6.206, -3.432, 3.657], [-5.390, -4.731, 2.784], [-4.762, -1.739, 2.584], [-5.647, -2.629, 1.362], [-3.598, -5.084, 1.556], [-2.503, -4.312, 0.429], [-5.543, -4.394, 0.058], [-4.360, -5.382, -0.801], [-4.393, -3.620, -1.027]]}

=====

{"formula": "C6H8", "method": "wB97M-V/def2-TZVPD", "relative_energy_kcal_mol": 91.18, "molar_mass_g_mol": 80.13, "symbols": ["C", "C", "C", "C", "C", "C", "H", "H", "H", "H", "H", "H", "H", "H"], "xyz": [[2.010, 0.183, -0.565], [0.806, 0.893, -0.084], [0.218, 1.952, 0.063], [-0.411, 0.149, 0.707], [-1.865, 0.115, 0.352], [-0.993, -0.983, -0.118], [2.510, -0.322, 0.263], [2.713, 0.888, -1.018], [1.750, -0.566, -1.314], [-0.169, -0.113, 1.734], [-2.556, -0.076, 1.167], [-2.203, 0.839, -0.381], [-1.065, -1.946, 0.369], [-0.745, -1.015, -1.175]]}

=====

{"formula": "C6H8N2O2", "method": "wB97M-V/def2-TZVPD", "relative_energy_kcal_mol": 174.62, "molar_mass_g_mol": 140.14, "symbols": ["C", "C", "C", "C", "C", "C", "N", "N", "O", "O", "H", "H", "H", "H", "H", "H", "H", "H"], "xyz": [[2.443, -1.445, -0.209], [0.369, -0.159, -1.555], [1.890, -0.195, 0.062], [0.308, -0.028, -0.069], [-0.431, -1.171, 0.710], [-0.172, 1.273, 0.426], [3.044, -2.422, -0.343], [2.874, 0.885, 0.065], [2.583, 1.965, -0.323], [3.902, 0.528, 0.559], [0.867, 0.587, -2.217], [0.028, -1.252, -1.836], [-0.350, -0.970, 1.801], [-0.009, -2.236, 0.313], [-1.547, -1.193, 0.487], [-1.317, 1.292, 0.149], [0.283, 2.207, -0.071], [0.064, 1.313, 1.529]]}

=====

{"formula": "C5H7N", "method": "wB97M-V/def2-TZVPD", "relative_energy_kcal_mol": 2.38, "smiles": "Cc1ccc[nH]1", "molar_mass_g_mol": 81.12, "symbols": ["C", "C", "C", "C", "C", "N", "H", "H", "H", "H", "H", "H", "H"], "xyz": [[-1.503, -0.343, -1.127], [-0.444, -0.174, -0.092], [0.478, -1.068, 0.395], [1.525, -0.318, 1.001], [1.192, 1.007, 0.895], [-0.011, 1.082, 0.242], [-2.362, 0.322, -0.995], [-1.060, -0.111, -2.102], [-1.865, -1.372, -1.173], [0.421, -2.144, 0.289], [2.440, -0.714, 1.418], [1.709, 1.905, 1.199], [-0.522, 1.928, 0.048]]}

=====

{"formula": "C4H13NO2P", "method": "wB97M-V/def2-TZVPD", "relative_energy_kcal_mol": 19.98, "charge": 1, "molar_mass_g_mol": 138.13, "symbols": ["C", "C", "C", "C", "N", "O", "O", "P", "H", "H", "H", "H", "H", "H", "H", "H", "H", "H", "H", "H", "H"], "xyz": [[-1.632, 1.323, 2.523], [-0.897, 2.465, -0.502], [0.936, -3.426, -1.810], [-1.423, 1.086, 1.274], [-0.349, 1.811, 0.704], [0.691, -2.399, -0.757], [1.174, -0.068, 0.164], [1.796, -1.314, -0.437], [-2.534, 0.924, 3.086], [2.628, -1.140, -1.669], [-0.840, 1.751, 3.252], [-0.434, 3.262, -1.035], [-1.283, 1.825, -1.274], [-1.724, 3.007, -0.172], [0.722, -4.311, -1.279], [1.939, -3.548, -2.144], [0.317, -3.326, -2.665], [-2.117, 0.527, 0.674], [0.247, 0.947, 0.360], [-0.003, 2.574, 1.259], [2.787, -1.970, 0.446]]}